{
  "formula": "C11H14N2O3",
  "method": "the ωB97M-V functional and the def2-TZVPD basis",
  "symbols": ["H", "C", "N", "H", "H", "C", "C", "O", "H", "O", "H", "H", "C", "C", "H", "H", "C", "C", "C", "N", "H", "C", "O", "C", "H", "H", "H", "H", "H", "C"],
  "coordinates": [[2.22859, 0.58783, -1.86680], [-1.76318, 1.50778, -2.29184], [-0.78444, 2.08676, -1.33388], [1.04635, -1.87429, 4.69654], [2.33534, 0.29209, 1.03680], [0.15376, 1.55047, -0.41225], [1.56524, -0.28812, 0.48159], [0.56620, 2.31431, 0.46425], [-0.00505, -0.80892, -0.64823], [-1.86822, 2.44341, -4.57270], [-1.19383, -2.98913, 4.34795], [0.64542, 1.00416, -2.97346], [1.14391, -0.85371, 2.78646], [0.58573, -0.81775, 1.57424], [-1.37032, -1.00952, 0.55476], [-2.70721, 2.08045, -2.16839], [-0.79815, -1.30427, 1.38427], [-0.66127, -2.35880, 3.57645], [0.64359, 0.10435, -0.62928], [1.25717, 0.27317, -2.05087], [2.08860, -0.33306, 2.86557], [-1.17756, 1.83408, -3.72424], [0.01581, 1.47362, -3.91626], [-1.37735, -2.17416, 2.32360], [-0.87972, 3.02858, -1.05643], [-1.90710, 0.45786, -2.05909], [2.32767, -1.06004, 0.01548], [1.57226, -0.76131, -2.24253], [-2.25138, -2.74791, 2.09649], [0.56912, -1.65793, 3.74182]],
  "largest_force_ev_per_a": 5.054,
  "lumo_ha": -0.00041,
  "energy_ev": -20754.5474,
  "charge": 0,
  "homo_lumo_gap_ev": 8.954,
  "de_lowest_ev": 3.8603
}

---

{
  "formula": "C48H53BrF30N2O21P",
  "method": "the ωB97M-V functional and the def2-TZVPD basis",
  "symbols": ["F", "O", "F", "H", "N", "F", "F", "H", "H", "H", "C", "F", "C", "H", "H", "C", "C", "O", "C", "H", "C", "F", "F", "F", "C", "H", "H", "O", "H", "F", "H", "H", "Br", "O", "H", "H", "F", "H", "O", "H", "O", "H", "O", "H", "F", "H", "C", "C", "H", "H", "O", "F", "F", "F", "C", "N", "H", "H", "F", "C", "H", "H", "C", "O", "H", "O", "C", "F", "C", "F", "C", "H", "C", "C", "C", "H", "C", "F", "C", "C", "C", "C", "O", "C", "H", "F", "C", "C", "H", "F", "H", "H", "C", "H", "F", "F", "H", "P", "C", "C", "C", "H", "C", "C", "O", "F", "F", "H", "O", "H", "O", "O", "O", "H", "H", "C", "O", "C", "C", "H", "H", "C", "H", "O", "H", "C", "F", "H", "H", "H", "H", "F", "C", "C", "C", "C", "C", "F", "F", "C", "H", "O", "C", "H", "O", "H", "H", "C", "C", "C", "H", "F", "C", "F", "H", "O"],
  "coordinates": [[-4.48480, -12.18550, 2.73235], [-5.60480, -3.17962, 4.14753], [0.51470, 1.66280, 1.97224], [0.98618, -1.08712, 4.15170], [-5.10639, -1.26473, 0.21338], [1.62605, 8.59972, -2.60484], [0.42629, -0.02028, -4.02811], [-5.85145, -6.86535, -2.21061], [0.18672, -2.85032, -0.34657], [3.80917, 7.20043, 6.61624], [-1.48859, -0.77652, 3.50576], [2.28743, 2.05894, 0.81651], [-6.75154, -6.65184, -2.78650], [2.81050, -2.08272, 2.91073], [-6.35194, -7.80205, 2.69120], [0.93606, 1.99318, 6.62591], [-0.47857, -1.38441, 2.61855], [2.35650, 2.20536, 6.77552], [1.84135, -2.01940, 2.44442], [4.74126, 0.52649, -2.53682], [4.24114, 9.40247, 3.24908], [1.25113, 0.16389, 0.59193], [4.34978, 9.64425, 0.90221], [0.17892, -2.14243, -3.98192], [-6.04846, -0.54116, -5.06825], [1.87843, 9.34406, 1.93189], [-8.16766, -5.06321, -3.10758], [-6.48001, -6.81062, -4.19137], [-0.14997, 4.38461, -3.68760], [2.06018, 6.67212, -1.72834], [-1.68720, -1.88286, 0.89857], [0.95051, 2.16113, -3.45827], [-2.76459, -4.10252, 3.61974], [8.31686, -1.10665, -4.46968], [3.50302, 9.52518, 5.69539], [3.48252, 7.15466, 4.88132], [4.63733, 4.82326, 6.85985], [-5.72553, -1.55086, -0.54558], [0.93549, 2.09226, -1.44278], [5.12857, 9.29393, 6.31943], [-3.79395, -8.78312, 2.45190], [10.36962, -0.23964, -5.99384], [-2.59777, -0.03173, 3.00561], [3.78284, -0.29674, -1.31518], [4.61970, 3.19747, 8.30272], [-4.62213, -7.73701, 0.86068], [-5.52936, -7.08876, 2.71787], [-7.17819, -0.51595, -6.11498], [0.22283, 9.58505, 1.39425], [-6.54496, -4.50763, -2.73306], [-5.42986, -9.99399, 1.48539], [4.89626, 2.78456, 6.19880], [-6.48136, -3.39142, 0.06292], [-6.72589, -0.88578, -7.31082], [-0.70414, -1.89301, 1.34355], [-4.37947, -0.19678, -0.04106], [0.65880, 3.40874, 5.03457], [-7.55904, -5.17852, -1.44752], [9.95115, -0.66453, -1.52936], [1.61975, -2.50365, 1.16337], [11.46256, -2.97095, -5.14613], [0.34072, 8.11688, 3.43002], [-3.46944, -0.53517, 2.12726], [5.03831, 9.33233, 4.29689], [2.45041, -2.95134, 0.64506], [3.06261, 9.19430, 3.21512], [1.08995, -1.18986, -4.12646], [0.16777, 7.01071, -2.73310], [-4.35072, -7.57826, 1.90405], [-2.59361, -11.35371, 2.08762], [1.08788, 1.48430, 0.78157], [0.77133, 0.94031, 6.84337], [0.80340, -1.45745, 3.15745], [11.16030, -0.98460, -5.91555], [0.21212, 2.04308, -0.35144], [-2.24061, -1.19491, -3.97954], [0.31467, 2.54755, -2.67098], [-7.66888, 0.72459, -6.20562], [4.42740, 8.96655, 5.55604], [-6.07071, -3.16770, 1.32206], [4.25587, 3.56799, 7.07298], [4.21411, -0.39711, -2.31084], [2.01706, 4.43036, 6.90356], [-4.44601, -9.90192, 2.15407], [-0.55686, 2.12458, 5.07340], [-4.84509, -7.82475, -6.31312], [-3.71556, -11.10859, 2.77382], [0.57017, 7.72020, 2.44259], [5.12778, 6.93452, 5.46419], [5.35002, 11.14087, 2.10352], [-3.72527, -2.08278, -4.32770], [-3.54113, -6.85054, 1.92757], [-5.17273, -6.54384, -6.12068], [1.23227, 4.48416, -2.58705], [-8.15690, -1.33742, -5.75170], [6.19363, 9.15412, 1.91813], [-3.21404, 0.88007, -4.93982], [-4.16605, -2.43903, 4.10218], [2.72831, 3.47035, 6.90745], [-5.11242, -1.97918, 1.33470], [5.15034, -1.57832, -2.40580], [-7.48773, -7.41291, -2.54007], [10.67158, -2.22794, -5.20705], [1.08887, 7.56940, -1.94681], [-0.71758, 8.14917, -0.45764], [8.63449, -2.37996, -1.54880], [-5.44444, -4.26141, 1.73158], [1.36311, 6.97696, 2.53671], [10.31186, -1.94709, -3.83505], [-0.40090, 4.44798, -1.94012], [3.15157, -0.47642, -3.29311], [-4.97047, 0.04762, -5.54108], [-0.94706, 2.32111, -0.20956], [9.82634, -2.68241, -5.72147], [11.49913, -1.23597, -6.91928], [0.46158, 8.04603, -0.62141], [-4.54583, -5.68036, -3.95398], [0.24265, 4.05637, -2.72722], [9.13014, -1.39707, -3.64261], [1.08327, 1.79424, 4.48424], [11.98743, -0.53450, -5.36651], [-4.27221, -1.62925, 2.39551], [5.54790, -1.66834, -3.41706], [1.42184, 8.33607, 0.23444], [0.38595, 2.57023, 7.36726], [-5.34946, -6.27300, -4.61448], [7.84271, -0.40272, -1.93173], [-0.66454, 2.08269, -2.77724], [-2.76040, -1.45423, -5.65380], [-0.31513, 7.21603, 2.05448], [-5.88510, -6.14219, 2.33041], [1.63021, -1.27840, -5.33556], [-7.28687, -5.26714, -2.49879], [-3.10455, -1.24337, -4.64147], [5.05373, 9.84116, 2.01496], [1.00629, 8.84061, 1.52661], [-3.55949, 0.16915, 0.90578], [-7.14732, -2.93395, 2.04604], [-3.38667, -10.86452, 4.04581], [2.14253, -1.26640, -3.00245], [-5.24189, -6.96307, 3.76463], [1.98822, -1.92711, -2.01546], [0.34431, -2.43615, 0.63637], [-5.48124, -4.08985, 4.45456], [-1.37721, -0.83464, 4.68354], [-2.93298, 1.03528, 0.75198], [5.96726, -1.45867, -1.71244], [0.49960, 2.34821, 5.22139], [-3.86152, 0.06654, -4.61951], [8.89262, -1.20225, -2.13355], [-4.23230, 0.31559, -3.63174], [-4.20531, -5.77784, -6.61478], [4.19805, 7.47475, 5.63838], [-6.29974, -6.28875, -6.78768], [4.63420, -2.50958, -2.16933], [-6.18183, -1.00428, -3.96750]],
  "largest_force_ev_per_a": 1.384,
  "lumo_ha": -0.17998,
  "energy_ev": -257466.3965,
  "charge": 1,
  "homo_lumo_gap_ev": 7.373
}

---

{
  "formula": "H26O13",
  "method": "the ωB97M-V functional and the def2-TZVPD basis",
  "symbols": ["H", "O", "H", "H", "H", "H", "H", "H", "H", "H", "O", "H", "H", "H", "H", "O", "H", "O", "H", "H", "O", "O", "H", "H", "O", "O", "H", "H", "H", "O", "O", "H", "O", "O", "H", "O", "H", "H", "H"],
  "coordinates": [[-0.43174, -1.74323, -0.84423], [2.00826, -2.12123, 0.67177], [1.91726, -1.40223, 0.06877], [0.27826, -1.94223, 2.49577], [2.61426, 1.70977, 1.23977], [2.45226, -1.36123, -1.95823], [-2.76774, -0.01723, -2.04623], [2.66926, -1.79723, 1.26777], [-2.66474, -0.60423, 0.63377], [0.50826, 2.93877, 1.01877], [-2.69674, 0.90677, -1.63123], [1.41526, 2.34177, -2.11923], [0.02426, -1.18623, -2.51323], [0.06026, 2.14077, -2.22323], [-1.38574, 0.49677, 2.30077], [-0.03974, 3.10677, 1.80277], [0.27426, 2.44177, 2.41577], [0.05826, -2.85523, 2.33877], [-0.06074, -3.20523, -0.65923], [-0.57474, 0.06477, 3.47577], [2.47526, -0.42323, -1.79623], [-0.01274, -2.46223, -1.24023], [2.02126, 0.02377, -2.49023], [-2.02174, 0.86477, -0.96123], [-0.22574, -0.75923, -3.29723], [0.79226, 1.61377, -2.35623], [-3.01974, 1.79177, 0.50377], [-0.19774, 0.02377, 0.71377], [0.72526, -3.01423, 1.70177], [-0.59374, 0.07377, 2.54277], [2.15626, 1.78077, 0.42377], [2.45926, 1.10577, -0.18923], [-0.13374, 0.18077, -0.20223], [-2.38074, 1.54277, 1.20977], [-1.55374, 2.06377, 1.03577], [-2.39674, -1.51523, 0.63377], [-1.95874, -1.62023, 1.48177], [0.67326, 0.72477, -0.40023], [-0.46574, 0.09177, -3.04923]],
  "largest_force_ev_per_a": 3.830,
  "lumo_ha": -0.01457,
  "energy_ev": -27040.0410,
  "charge": 0,
  "homo_lumo_gap_ev": 10.272,
  "de_lowest_ev": 1.9060
}

---

{
  "formula": "C6H12FO6Rb",
  "method": "the ωB97M-V functional and the def2-TZVPD basis",
  "symbols": ["H", "F", "O", "H", "O", "H", "H", "H", "H", "C", "H", "H", "C", "O", "C", "O", "C", "O", "C", "H", "Rb", "C", "H", "H", "H", "O"],
  "coordinates": [[4.25660, 2.77908, 2.16322], [-1.19836, -0.12765, 1.35438], [1.84303, 5.11573, -0.52889], [0.13431, -2.16314, -0.21892], [-1.07404, -3.91735, -0.58022], [0.93924, -3.70440, -0.48450], [0.46654, 6.20763, -1.62088], [3.56609, 1.96865, 0.86977], [-4.39600, -5.55259, 0.89797], [1.19746, 5.40809, -1.74170], [0.24354, -3.43671, 1.02405], [0.58875, 4.73882, -2.34969], [2.20997, 3.77309, -0.28698], [1.88764, 2.75558, -0.92255], [-4.33435, -4.78393, 0.12760], [2.77968, 3.86442, 0.95533], [0.06570, -3.23484, -0.03222], [-3.11522, -4.68471, -0.47948], [-2.17256, -3.93745, 0.19215], [1.92782, 5.80249, -2.44820], [0.51841, 0.30236, -1.04167], [3.31143, 2.71287, 1.62435], [-5.08767, -5.02585, -0.62211], [-4.79229, -3.95148, 0.66185], [2.55457, 2.31033, 2.29758], [-2.32027, -3.21905, 1.18975]],
  "largest_force_ev_per_a": 3.861,
  "lumo_ha": [-0.13004, -0.30253],
  "energy_ev": -22064.7069,
  "charge": 1,
  "homo_lumo_gap_ev": [10.126, 5.424],
  "de_lowest_ev": 0.9137,
  "spin_multiplicity": 2
}

---

What did the first record say?
{
  "formula": "C11H14N2O3",
  "method": "the ωB97M-V functional and the def2-TZVPD basis",
  "symbols": ["H", "C", "N", "H", "H", "C", "C", "O", "H", "O", "H", "H", "C", "C", "H", "H", "C", "C", "C", "N", "H", "C", "O", "C", "H", "H", "H", "H", "H", "C"],
  "coordinates": [[2.22859, 0.58783, -1.86680], [-1.76318, 1.50778, -2.29184], [-0.78444, 2.08676, -1.33388], [1.04635, -1.87429, 4.69654], [2.33534, 0.29209, 1.03680], [0.15376, 1.55047, -0.41225], [1.56524, -0.28812, 0.48159], [0.56620, 2.31431, 0.46425], [-0.00505, -0.80892, -0.64823], [-1.86822, 2.44341, -4.57270], [-1.19383, -2.98913, 4.34795], [0.64542, 1.00416, -2.97346], [1.14391, -0.85371, 2.78646], [0.58573, -0.81775, 1.57424], [-1.37032, -1.00952, 0.55476], [-2.70721, 2.08045, -2.16839], [-0.79815, -1.30427, 1.38427], [-0.66127, -2.35880, 3.57645], [0.64359, 0.10435, -0.62928], [1.25717, 0.27317, -2.05087], [2.08860, -0.33306, 2.86557], [-1.17756, 1.83408, -3.72424], [0.01581, 1.47362, -3.91626], [-1.37735, -2.17416, 2.32360], [-0.87972, 3.02858, -1.05643], [-1.90710, 0.45786, -2.05909], [2.32767, -1.06004, 0.01548], [1.57226, -0.76131, -2.24253], [-2.25138, -2.74791, 2.09649], [0.56912, -1.65793, 3.74182]],
  "largest_force_ev_per_a": 5.054,
  "lumo_ha": -0.00041,
  "energy_ev": -20754.5474,
  "charge": 0,
  "homo_lumo_gap_ev": 8.954,
  "de_lowest_ev": 3.8603
}